# 1
Here is C32H45N2O2PtS3Si as an isolated structure from the Open Molecules 2025 dataset. Energies are from wB97M-V/def2-TZVPD.

Atoms and positions in Å:
Pt -0.0453 0.5906 0.0170
C -1.2876 2.2687 0.7087
C -1.9033 1.0894 1.2250
C -2.3363 0.2931 0.0720
C -1.8823 1.0034 -1.0926
C -1.2591 2.2333 -0.7337
C -0.8509 3.3381 -1.6764
C -2.1497 4.1026 -1.9916
C -0.2606 2.7689 -2.9654
C 0.1530 4.2860 -1.0208
C -3.2244 -0.9403 -0.1079
C -4.3084 -1.0925 0.9650
C -2.3621 -2.2156 -0.1672
C -3.9812 -0.7870 -1.4362
C -2.0261 0.8919 2.7320
C -1.6738 -0.5278 3.1818
C -1.0470 1.8273 3.4627
C -3.4461 1.2997 3.1626
H -0.8513 3.0493 1.3058
H -1.9656 0.6628 -2.1120
H -2.8842 3.4497 -2.4645
H -1.9306 4.9186 -2.6792
H -2.5905 4.5290 -1.0888
H -0.9723 2.1475 -3.5072
H 0.6245 2.1653 -2.7615
H 0.0266 3.5919 -3.6195
H -0.2138 4.6966 -0.0798
H 0.3399 5.1256 -1.6889
H 1.1083 3.7927 -0.8426
H -3.9351 -1.2503 1.9687
H -4.9074 -1.9653 0.7067
H -4.9783 -0.2312 0.9677
H -1.8347 -2.3811 0.7762
H -1.6209 -2.1707 -0.9714
H -3.0030 -3.0780 -0.3525
H -4.5145 0.1641 -1.4729
H -4.7202 -1.5836 -1.5120
H -3.3425 -0.8752 -2.3072
H -0.5949 -0.6643 3.1598
H -2.1253 -1.3072 2.5793
H -1.9976 -0.6684 4.2131
H -0.0218 1.7028 3.1066
H -1.0653 1.5830 4.5242
H -1.3293 2.8762 3.3723
H -4.2073 0.5943 2.8407
H -3.7008 2.2851 2.7707
H -3.4788 1.3561 4.2506
C 6.4464 -0.4730 1.0451
Si 5.2237 0.6328 1.9232
C 5.6288 0.7852 3.7412
C 5.1594 2.3157 1.1209
C 3.5434 -0.2728 1.8427
C 3.4579 -1.5392 2.4130
C 2.2930 -2.3028 2.3678
C 1.1831 -1.7671 1.7587
N 1.2306 -0.5331 1.2474
C 2.3679 0.1831 1.2519
S 2.0641 1.6486 0.3439
H 7.4505 -0.0529 1.1107
H 6.1961 -0.5755 -0.0115
H 6.4811 -1.4728 1.4798
H 6.6186 1.2236 3.8713
H 5.6319 -0.1826 4.2435
H 4.9109 1.4262 4.2541
H 6.1424 2.7793 1.2268
H 4.4337 2.9783 1.5937
H 4.9375 2.2615 0.0551
H 4.3310 -1.9610 2.8961
H 2.2505 -3.2930 2.7960
H 0.2455 -2.2962 1.6711
O -1.1676 -1.2926 -5.9642
S -1.5680 -1.7096 -4.6623
O -2.9580 -1.8361 -4.3415
N -0.8506 -0.6861 -3.5236
C 0.0170 -1.3244 -2.8322
S 1.1313 -0.5972 -1.6838
C 0.1429 -2.7829 -3.1026
C 0.9014 -3.7305 -2.4391
C 0.8100 -5.0509 -2.8651
C -0.0224 -5.4076 -3.9196
C -0.7992 -4.4565 -4.5756
C -0.6955 -3.1554 -4.1397
H 1.5452 -3.4418 -1.6208
H 1.3943 -5.8142 -2.3712
H -0.0724 -6.4415 -4.2318
H -1.4581 -4.7300 -5.3871

Calculated values
total charge	+1
LUMO level	-4.09	eV
DFT total energy	-3109.566349	hartree
Kohn-Sham gap	7.27	eV
energy above the lowest of the compared OMol25 structures with the same formula, charge and spin	0.009	eV
strongest force on any atom	0.5	eV/A
HOMO level	-11.360	eV
molecular weight	809.1	g/mol

---

# 2
Here is one molecule with the formula C2HN2PS2 in a non-equilibrium geometry from the Open Molecules 2025 dataset. Energies are from wB97M-V/def2-TZVPD.

Atoms and positions in Å:
C 1.1640 -0.4496 -0.0498
C 0.5727 0.7382 0.1845
N -0.7876 0.9566 0.3877
N -1.7692 0.2185 0.0838
P -0.2969 2.5024 -0.0089
S 0.5064 -2.0486 0.3682
S -1.5391 -1.2496 -0.5380
H 2.1497 -0.6678 -0.4274

Calculated values
total charge	0
LUMO level (alpha / beta)	-1.35 / -1.50	eV
DFT total energy	-1323.860442	hartree
Kohn-Sham gap (alpha / beta)	6.97 / 6.38	eV
energy above the lowest of the compared OMol25 structures with the same formula, charge and spin	4.425	eV
strongest force on any atom	3.1	eV/A
HOMO level (alpha / beta)	-8.326 / -7.882	eV
molecular weight	148.2	g/mol

---

# 3
Here is one molecule with the formula C21H24N2O3S from the Open Molecules 2025 dataset. Energies are from wB97M-V/def2-TZVPD.

Atoms and positions in Å:
C -4.7132 -1.6618 3.7938
O -3.3830 -1.2490 3.6237
C -2.5599 -2.2418 3.0586
C -1.1632 -1.6522 2.8728
N -1.1783 -0.6115 1.8740
C -0.4890 -0.6916 0.7297
O 0.2536 -1.6129 0.4405
C -0.6564 0.5544 -0.1596
N 0.2580 1.5571 0.3452
C -0.0873 2.3694 1.3858
O -1.1951 2.4161 1.8862
C 1.1383 3.1091 1.7415
C 1.3360 4.1034 2.6838
C 2.6147 4.6161 2.8281
C 3.6623 4.1411 2.0506
C 3.4632 3.1416 1.1081
C 2.1909 2.6281 0.9623
C 1.6726 1.5638 0.0460
H 1.8545 1.8046 -1.0072
H 2.1193 0.5836 0.2546
H 4.2833 2.7766 0.5082
H 4.6508 4.5560 2.1814
H 2.8019 5.3937 3.5533
H 0.5102 4.4595 3.2796
C -0.4167 0.2561 -1.6334
H -0.3419 1.1870 -2.1955
H 0.4817 -0.3427 -1.7805
S -1.8093 -0.6668 -2.3594
C -1.1585 -2.3861 -2.3148
C 0.0545 -2.5176 -3.1717
C -0.0538 -2.4897 -4.5578
C 1.0761 -2.5751 -5.3489
C 2.3279 -2.6824 -4.7638
C 2.4438 -2.7043 -3.3849
C 1.3131 -2.6206 -2.5899
H 1.3993 -2.6413 -1.5128
H 3.4180 -2.7865 -2.9248
H 3.2105 -2.7480 -5.3831
H 0.9822 -2.5568 -6.4248
H -1.0308 -2.3943 -5.0094
H -0.9470 -2.6331 -1.2765
H -1.9877 -2.9878 -2.6849
H -1.6664 0.9598 -0.0248
H -1.7347 0.2090 2.0781
H -0.4701 -2.4252 2.5334
H -0.8238 -1.2396 3.8271
H -2.9633 -2.5650 2.0861
H -2.5083 -3.1206 3.7204
H -4.7791 -2.5260 4.4669
H -5.2456 -0.8197 4.2302
H -5.1734 -1.9283 2.8341

Calculated values
total charge	0
LUMO level	0.65	eV
DFT total energy	-1548.092122	hartree
Kohn-Sham gap	9.12	eV
energy above the lowest of the compared OMol25 structures with the same formula, charge and spin	0.170	eV
strongest force on any atom	0.7	eV/A
HOMO level	-8.472	eV
molecular weight	384.5	g/mol

---

# 4
Here is C3H3Li2O3Sr as an isolated structure in a non-equilibrium geometry from the Open Molecules 2025 dataset. Energies are from wB97M-V/def2-TZVPD.

Atoms and positions in Å:
O 1.9153 0.3095 1.0047
Li 1.7053 -1.3768 1.7771
C 0.9307 0.5343 0.2674
O 0.4422 1.7874 0.2847
C -0.3569 2.0931 -0.9223
H 0.2497 2.7708 -1.5422
H -1.2257 2.6683 -0.5668
Sr -0.6854 -0.1313 -1.6124
C -0.1691 -2.2331 0.3275
O -1.2618 -1.9636 -0.2987
Li -2.1430 -1.8041 1.6520
H 0.5987 -2.6544 -0.3712

Calculated values
total charge	+1
LUMO level	-4.34	eV
DFT total energy	-387.305829	hartree
Kohn-Sham gap	5.99	eV
energy above the lowest of the compared OMol25 structures with the same formula, charge and spin	0.000	eV
strongest force on any atom	2.0	eV/A
HOMO level	-10.332	eV
molecular weight	188.6	g/mol

---

# 5
Here is a 13-piece molecular cluster, C2H30O12S overall in a non-equilibrium geometry from the Open Molecules 2025 dataset. Energies are from wB97M-V/def2-TZVPD.

Atoms and positions in Å:
C 2.8056 -2.3365 -2.8217
C 1.5107 -2.8559 -2.2638
S 1.3982 -4.6522 -1.8532
H 3.5144 -3.1574 -2.6442
H 3.3113 -1.5573 -2.2304
H 2.7050 -2.0434 -3.8682
H 1.4366 -2.2731 -1.3325
H 0.5194 -2.6147 -2.6355
H 1.9693 -4.6514 -0.6230
H -1.3120 3.2454 -2.0137
H -1.8369 2.7516 -3.4331
O -1.8587 2.5924 -2.4845
H -2.0483 -0.8182 4.5731
H -0.8118 -0.0728 4.6798
O -1.0986 -0.9685 4.4361
H 4.1405 -0.2136 2.3709
H 3.6723 -0.3873 0.9409
O 4.0590 0.2639 1.5366
H -1.4490 4.1059 -0.2959
H -0.2463 4.8080 -0.7676
O -1.0851 4.4843 -1.1060
H -4.3733 1.4862 0.1004
H -3.4744 2.3649 -0.9200
O -3.5084 1.8025 -0.1371
H -2.7428 0.2992 1.5767
H -1.6673 -0.1466 2.5216
O -2.3164 -0.4961 1.9028
H 0.9898 0.7001 0.9031
H 0.9991 1.0606 2.3930
O 0.4177 1.0146 1.6255
H 0.8517 -0.0985 -0.4590
H 2.1629 0.6659 -0.6549
O 1.8212 -0.1817 -0.3476
H -2.9518 -2.0920 -1.4939
H -2.1903 -1.0980 -0.3860
O -2.2266 -1.5339 -1.2360
H -2.0648 2.6190 0.5635
H -0.7138 2.2685 1.1896
O -1.3872 2.9697 1.1800
H 1.6141 -3.0835 2.9234
H 0.8002 -1.8165 3.0625
O 1.5879 -2.2467 3.3989
H -0.4237 1.4323 -1.9656
H -0.5674 -0.1326 -1.9125
O 0.0681 0.5934 -1.9924

Calculated values
total charge	0
LUMO level	0.08	eV
DFT total energy	-1395.221987	hartree
Kohn-Sham gap	8.87	eV
energy above the lowest of the compared OMol25 structures with the same formula, charge and spin	0.000	eV
strongest force on any atom	2.9	eV/A
HOMO level	-8.795	eV
molecular weight	278.3	g/mol

---

# 6
Here is C25H70N6O7 as an isolated structure in a non-equilibrium geometry from the Open Molecules 2025 dataset. Energies are from wB97M-V/def2-TZVPD.

Atoms and positions in Å:
C -0.4544 -0.2765 0.5176
O -0.2921 1.1242 0.5145
H -0.2215 -0.6290 1.5224
H -1.4907 -0.4907 0.2563
H 0.2742 -0.7621 -0.1315
H -0.2716 1.3587 -0.4162
C 1.2833 2.4763 -1.1119
C -0.2540 2.2828 -1.3126
C -0.7539 3.1099 -2.5545
O -0.5851 4.5053 -2.2659
C -0.9364 5.3290 -3.3257
N -0.5437 0.8506 -1.4924
H 1.8318 2.3992 -2.0506
H 1.6667 1.7417 -0.4037
H 1.4149 3.4522 -0.6445
H -0.8160 2.7147 -0.4845
H -1.7499 2.7592 -2.8248
H -0.0998 2.8470 -3.3858
H -0.1632 5.3227 -4.0939
H -1.0540 6.3241 -2.8969
H -1.8972 5.0440 -3.7544
H -1.5295 0.8223 -1.7106
H -0.0628 0.4736 -2.2966
C 2.3357 1.3281 6.4820
C 2.1610 0.8966 5.0466
C 0.9601 -0.0930 5.0009
O 0.6975 -0.5211 3.6497
C -0.5271 -1.1915 3.4038
N 2.0435 2.1185 4.3144
H 2.6732 0.4650 7.0558
H 1.4349 1.6975 6.9721
H 3.1636 2.0354 6.5301
H 3.0426 0.3539 4.7056
H 0.0779 0.4365 5.3607
H 1.1611 -0.9354 5.6628
H -0.5793 -2.0757 4.0391
H -0.4731 -1.5284 2.3686
H -1.4195 -0.5834 3.5519
H 1.2259 2.5619 4.7081
H 1.8149 1.9368 3.3476
C -2.9363 -3.1828 2.0425
C -1.6824 -3.8186 1.4153
C -1.5589 -3.5819 -0.0839
O -1.2865 -2.2621 -0.3754
C -1.4800 -1.9150 -1.7480
N -0.4667 -3.4391 2.2198
H -2.9240 -2.1124 1.8373
H -2.9433 -3.3205 3.1237
H -3.8721 -3.5974 1.6677
H -1.7461 -4.8958 1.5697
H -2.4904 -3.8996 -0.5525
H -0.8450 -4.2980 -0.4909
H -0.9011 -2.5578 -2.4112
H -1.2731 -0.8502 -1.8550
H -2.5029 -2.1112 -2.0694
H 0.3879 -3.9007 1.9430
H -0.2153 -2.4938 1.9681
C 3.6691 0.8100 2.1627
C 2.3197 0.2874 1.6694
C 2.0126 -1.2646 1.8231
O 3.0152 -1.9786 1.1084
C 3.2266 -3.3331 1.5693
N 1.3197 1.1574 2.2311
H 4.5596 0.5292 1.6003
H 3.8221 0.3719 3.1490
H 3.7251 1.8968 2.2254
H 2.3267 0.5308 0.6069
H 1.0679 -1.4835 1.3253
H 1.8748 -1.5601 2.8632
H 2.2784 -3.8688 1.5255
H 3.4967 -3.4228 2.6215
H 3.9384 -3.8913 0.9610
H 0.8902 0.5857 2.9443
H 0.5482 1.1669 1.5795
C -3.5231 1.2641 1.3017
C -3.3737 1.8027 -0.1230
C -3.0114 0.7298 -1.2491
O -2.5269 1.3341 -2.5134
C -2.2757 0.3397 -3.5140
N -4.5799 2.4596 -0.5261
H -3.9657 2.0229 1.9470
H -2.5583 1.0260 1.7496
H -4.0548 0.3205 1.1789
H -2.5344 2.4981 -0.1120
H -3.8991 0.1187 -1.4122
H -2.2417 0.0804 -0.8319
H -1.9661 0.6871 -4.4997
H -3.2083 -0.1801 -3.7331
H -1.6430 -0.4585 -3.1260
H -4.7597 3.1818 0.1566
H -4.4270 2.9607 -1.3896
C 0.7577 -1.2943 -2.6071
C 1.2897 -0.0701 -3.3683
C 1.7420 -0.4571 -4.7463
O 2.7839 -1.3915 -4.5893
C 3.0470 -2.1146 -5.7778
N 0.2386 0.9070 -3.4357
H -0.1062 -1.6750 -3.1520
H 0.4101 -1.0493 -1.6035
H 1.4967 -2.0892 -2.5069
H 2.0964 0.3220 -2.7489
H 2.0249 0.4052 -5.3500
H 0.8806 -0.8729 -5.2688
H 2.3196 -2.9249 -5.8269
H 4.0505 -2.5306 -5.6874
H 2.9905 -1.4582 -6.6461
H 0.5606 1.6682 -4.0163
H -0.4765 0.4610 -3.9924

Calculated values
total charge	0
LUMO level	0.22	eV
DFT total energy	-1848.796238	hartree
Kohn-Sham gap	6.85	eV
energy above the lowest of the compared OMol25 structures with the same formula, charge and spin	22.361	eV
strongest force on any atom	9.3	eV/A
HOMO level	-6.631	eV
molecular weight	566.9	g/mol

---

# 7
Here is C11H20IrN4P as an isolated structure in a non-equilibrium geometry from the Open Molecules 2025 dataset. Energies are from wB97M-V/def2-TZVPD.

Atoms and positions in Å:
C 1.2893 0.6779 -3.2440
C 0.0967 0.5594 -4.1854
C -0.5972 -0.6354 -4.0496
C -0.0549 -1.4741 -3.0529
C 1.0934 -0.9022 -2.3376
Ir 0.0410 0.6966 -1.6765
P 0.1974 2.8942 -1.2036
H 2.3207 1.2270 -3.3987
H -0.4112 1.2758 -4.8777
H -1.5776 -0.9475 -4.5836
H 1.7499 -1.5821 -1.7389
H -0.4777 -2.4745 -2.7657
H -0.9852 3.3686 -0.6532
H 0.4441 3.8559 -2.1604
H 0.9868 3.3616 -0.1573
C -0.5144 1.1732 1.3813
N -0.1204 0.1329 0.4140
C -1.1792 -0.9426 0.5091
N -1.2393 -1.5172 1.8667
C -1.5037 -0.4527 2.8477
N -0.5204 0.6366 2.7510
C 0.7943 0.0836 3.0818
N 1.1343 -1.0376 2.2045
C 1.2124 -0.4837 0.8264
C 0.0638 -2.0575 2.2237
H -1.5454 1.5024 1.1851
H 0.1857 2.0154 1.3683
H -0.9902 -1.7742 -0.1972
H -2.1595 -0.4801 0.3201
H -1.5692 -0.8691 3.8733
H -2.4755 -0.0354 2.6341
H 1.5361 0.8509 2.8894
H 0.9177 -0.2095 4.1419
H 1.5427 -1.3563 0.2297
H 1.9702 0.3235 0.8536
H 0.0303 -2.5923 3.1911
H 0.3143 -2.8113 1.4893

Calculated values
total charge	+1
LUMO level (alpha / beta)	-2.39 / -6.60	eV
DFT total energy	-1095.213466	hartree
Kohn-Sham gap (alpha / beta)	5.70 / 5.60	eV
energy above the lowest of the compared OMol25 structures with the same formula, charge and spin	1.062	eV
strongest force on any atom	2.7	eV/A
⟨S²⟩	8.77
HOMO level (alpha / beta)	-8.087 / -12.209	eV
spin multiplicity	6
molecular weight	431.5	g/mol

---

# 8
Here is one molecule with the formula C5H11N3 in a non-equilibrium geometry from the Open Molecules 2025 dataset. Energies are from wB97M-V/def2-TZVPD.

Atoms and positions in Å:
C -1.3381 0.7376 2.2417
C -1.9828 -0.9381 0.0147
C 2.3076 -0.5919 -1.9097
C -0.6025 -0.4251 0.3291
C 1.2431 -0.0347 -0.9916
N 1.2954 1.3127 -0.7380
N 0.3779 -0.8716 -0.5168
N -0.2841 0.3356 1.3225
H 0.8413 1.5383 0.1507
H 2.2094 1.7428 -0.8125
H -2.0021 -0.0883 2.5162
H -0.8800 1.0959 3.1692
H -1.9245 1.5605 1.8219
H -2.7099 -0.1234 0.0650
H -2.2546 -1.7147 0.7347
H -2.0137 -1.3660 -0.9916
H 2.2484 -0.0924 -2.8807
H 2.1754 -1.6682 -2.0516
H 3.2937 -0.4090 -1.4730

Calculated values
total charge	0
LUMO level	1.06	eV
DFT total energy	-361.378215	hartree
Kohn-Sham gap	9.93	eV
energy above the lowest of the compared OMol25 structures with the same formula, charge and spin	0.304	eV
strongest force on any atom	1.6	eV/A
HOMO level	-8.869	eV
molecular weight	113.2	g/mol

---

Among the records above, which one has the lowest molecular weight? C5H11N3

---

Among the records above, which one has the highest DFT total energy? C5H11N3

---

Which formula does entry 3 have? C21H24N2O3S

---

The highest energy above the lowest of the compared OMol25 structures with the same formula, charge and spin belongs to which entry? C25H70N6O7